DFT (ωB97M-V/def2-TZVPD) results for the molecule C4H7N3O.

**Frontier orbital gap**: 0.352 Ha
**Relative energy (zero: lowest compared OMol25 entry of this formula, charge and spin)**: 621.4 kJ/mol
**DFT total energy**: -395.911737 a.u.
**SMILES string**: O[C@H]1[C@@H]2N=CNN[C@H]12
**LUMO level**: 0.7973 eV

```
15
Properties=species:S:1:pos:R:3:forces:R:3
O 1.603 1.660 1.678 0.518 0.354 -4.156
C 0.623 1.138 0.648 1.999 2.492 -0.718
C 1.097 -0.211 0.048 -2.998 -1.122 -1.697
N 0.681 -1.025 -1.231 4.234 0.415 0.600
C -0.451 -1.408 -1.571 -1.687 3.072 2.140
N -1.567 -0.682 -0.932 -3.509 -5.356 0.468
N -1.394 0.271 0.138 0.224 -5.423 -0.765
C -0.190 -0.015 0.915 0.302 0.328 2.595
H 2.419 2.035 1.100 -2.926 -1.291 2.010
H -0.095 1.793 0.020 2.753 0.300 1.222
H 2.108 -0.472 0.451 -1.430 -0.241 -0.365
H -0.760 -2.183 -2.356 0.655 1.214 1.239
H -2.202 -1.616 -0.560 1.595 3.603 -1.110
H -1.635 1.102 -0.344 0.739 1.341 0.385
H -0.236 -0.387 1.997 -0.469 0.315 -1.850
```
Positions in Å, forces in eV/Å.